74
Properties=species:S:1:pos:R:3 method="wB97M-V/def2-TZVPD" e_homo_ev=-3.45 total_energy_ev=-111811.303 total_charge=-1 homo_lumo_gap_ev=5.6
C 4.54960 -1.95621 4.93481
C 4.46821 -0.71955 4.24591
Ga 2.65741 0.25577 4.34510
F 2.62024 1.58737 5.68032
P 1.00965 -1.40086 4.58501
N 1.31640 -2.52156 3.20490
O -0.57561 -0.71458 4.38952
H 3.84839 -2.10951 5.81624
H 5.22161 -2.80764 4.62033
H 5.38123 -0.37906 3.67185
H 2.40935 0.97705 2.93744
H 2.34032 -2.47227 3.04861
H 0.93378 -2.01720 2.38320
H -1.14397 -1.21997 4.99967
O 1.68294 -0.90530 0.25554
C 2.00969 0.08059 -0.35517
O 1.36904 0.52727 -1.46623
C 2.07762 1.65294 -2.00538
C 2.88183 2.20433 -0.84760
C 3.18704 0.95855 -0.04244
H 2.71283 1.30500 -2.82645
H 1.36625 2.38244 -2.39428
H 3.76329 2.74999 -1.15967
H 2.25925 2.88018 -0.25280
H 4.10005 0.46532 -0.38508
H 3.24092 1.17416 1.02469
O -1.15996 2.29981 -1.47727
C -1.87095 1.46108 -0.98817
O -3.09236 1.72651 -0.45231
C -3.62294 0.53170 0.13961
C -2.89949 -0.60571 -0.54401
C -1.54107 -0.00152 -0.83380
H -3.42929 0.56060 1.21571
H -4.70078 0.48881 -0.02394
H -2.85515 -1.51186 0.05815
H -3.40114 -0.85128 -1.48599
H -0.85385 -0.12642 0.00590
H -1.10853 -0.40494 -1.74722
O 4.66386 4.23727 -0.32309
C 4.12762 4.92538 0.50386
O 3.93196 4.54046 1.78840
C 3.17065 5.53945 2.47812
C 3.37993 6.81270 1.68774
C 3.53980 6.29272 0.27245
H 2.12280 5.22779 2.49644
H 3.52892 5.62964 3.50370
H 2.56663 7.53036 1.80376
H 4.30653 7.29949 2.00666
H 2.57761 6.18538 -0.23388
H 4.21457 6.91567 -0.31305
O -5.22328 -3.77191 -1.31372
C -4.43691 -4.23703 -0.53341
O -3.31167 -3.59649 -0.12183
C -2.54410 -4.47217 0.71943
C -3.53358 -5.49068 1.23957
C -4.51622 -5.60588 0.09055
H -1.75379 -4.92908 0.11755
H -2.08612 -3.89806 1.52570
H -3.06975 -6.43743 1.51841
H -4.04529 -5.09394 2.12127
H -4.19954 -6.35004 -0.64365
H -5.52490 -5.81792 0.44197
O -4.45313 -1.85578 -7.15314
C -3.65103 -1.69536 -6.27337
O -2.83738 -2.67725 -5.80230
C -2.08541 -2.18046 -4.68579
C -2.08613 -0.67698 -4.84515
C -3.42572 -0.41868 -5.50543
H -2.57777 -2.50132 -3.76287
H -1.07677 -2.59454 -4.70948
H -1.95110 -0.14422 -3.90300
H -1.28046 -0.37561 -5.52098
H -4.22579 -0.29887 -4.77148
H -3.38686 0.43939 -6.17468

76
Properties=species:S:1:pos:R:3 method="wB97M-V/def2-TZVPD" e_homo_ev=-9.87 total_energy_ev=-66958.261 homo_lumo_gap_ev=9.8
C -3.93330 -4.83248 -0.14496
C -3.90643 -3.45581 -0.79345
O -4.55069 -2.50048 0.02533
C -5.35993 -1.56012 -0.64736
C -5.30106 -0.18491 0.01432
C -3.94619 0.25500 0.58174
C -2.72807 0.08669 -0.33041
C -2.48451 1.32329 -1.22949
C -1.06085 1.81332 -1.28887
O -0.58427 2.50217 -0.42015
O -0.34688 1.63481 -2.47014
C 0.46325 0.52535 -2.76302
C 1.81613 0.59668 -2.07137
C 1.79949 0.56739 -0.53275
C 2.92248 -0.28430 0.06779
C 2.61089 -0.72500 1.50209
C 2.67248 0.43905 2.48402
C 2.61051 0.00291 3.95689
C 3.37723 0.95292 4.91058
C 2.49751 1.65581 5.94190
O 2.67385 3.08466 5.79038
C 1.63662 3.84048 6.21162
C 1.41877 5.05496 5.36326
O 0.94693 3.54718 7.17116
C -0.22797 -0.84993 -2.80537
B 0.49708 -2.04712 -2.06722
O 1.13102 -3.02602 -2.78080
O 0.40635 -2.11809 -0.68804
S 0.77511 0.98357 -4.57374
O 1.58662 2.16718 -4.65374
O -0.49234 0.95546 -5.25504
C 1.75754 -0.42931 -5.34688
F 2.39056 -1.18595 -4.43459
F 0.88037 -1.19996 -6.02046
C 2.78077 0.10610 -6.37715
F 3.75620 0.79867 -5.79436
F 3.32900 -0.93963 -7.00761
F 2.15828 0.86696 -7.27235
H -3.05342 -4.98312 0.47924
H -3.88991 -5.59346 -0.92438
H -4.82371 -4.97637 0.45920
H -4.35273 -3.50206 -1.78920
H -2.86491 -3.15983 -0.92310
H -5.10318 -1.48676 -1.70848
H -6.39806 -1.90567 -0.61349
H -6.00767 -0.19801 0.84632
H -5.69153 0.55150 -0.69032
H -3.76858 -0.30093 1.49966
H -4.03663 1.30485 0.86068
H -1.85147 -0.06484 0.30064
H -2.80419 -0.80208 -0.94521
H -3.01890 2.16802 -0.79671
H -2.88015 1.19081 -2.23565
H 2.26453 1.54252 -2.37849
H 2.48125 -0.17700 -2.45218
H 1.88946 1.58739 -0.16536
H 0.85260 0.19353 -0.14788
H 3.04398 -1.17538 -0.55604
H 3.86666 0.26076 0.05422
H 1.60773 -1.15761 1.50426
H 3.32939 -1.49193 1.79811
H 3.61855 0.95887 2.32429
H 1.84434 1.12260 2.29728
H 3.01570 -1.00325 4.05548
H 1.56967 -0.01388 4.27847
H 3.88312 1.72873 4.34112
H 4.12701 0.37244 5.44354
H 2.77331 1.38376 6.95904
H 1.44205 1.42118 5.81968
H 1.10317 5.87503 6.00254
H 0.62128 4.84364 4.65380
H 2.32296 5.33479 4.83185
H -1.23244 -0.78257 -2.39841
H -0.39382 -1.15290 -3.83970
H 1.39353 -3.76037 -2.21812
H 1.14844 -2.57394 -0.27849

68
Properties=species:S:1:pos:R:3 method="wB97M-V/def2-TZVPD" e_homo_ev=-14.36 total_energy_ev=-66693.223 total_charge=+2 homo_lumo_gap_ev=7.9
Hf -0.59094 2.09780 -0.57806
C 0.39087 2.33128 6.33832
O 1.66968 2.42987 5.69328
C 1.73970 2.45603 4.38049
C 3.05128 2.57991 3.85131
C 3.22602 2.63082 2.51128
C 2.12669 2.54853 1.60160
C 2.35806 2.61453 0.21694
C 3.70718 2.83027 -0.38007
O 1.40081 2.46629 -0.64432
C 0.81545 2.40987 2.16494
O -0.26323 2.33145 1.38144
C 0.63353 2.36988 3.53235
H 0.60105 2.34089 7.40144
H -0.10028 1.39696 6.06716
H -0.23300 3.18553 6.07671
H 3.88000 2.63991 4.54204
H 4.22858 2.72845 2.11986
H 4.27489 3.59407 0.14540
H 3.59813 3.10560 -1.42541
H 4.27363 1.89610 -0.32862
H -0.37354 2.28188 3.91121
Cl -3.12905 3.16804 -0.62310
C -2.70754 4.32913 -1.92019
Cl -0.95648 4.20204 -2.27588
H -2.91121 5.33183 -1.56356
H -3.26019 4.06380 -2.81354
C -2.01561 -0.96102 1.24886
C -0.85021 -1.69560 0.55893
C 0.44023 -1.33195 1.31791
C -1.08699 -3.20143 0.72989
P -0.68594 -1.21051 -1.25704
N -0.74507 0.41481 -1.35442
C 0.96157 -1.76423 -1.95102
C 1.31460 -3.20836 -1.56781
C 0.95121 -1.63125 -3.48412
C 2.08537 -0.82705 -1.47824
C -2.12090 -1.88327 -2.24513
C -3.42866 -1.61850 -1.48323
C -2.02121 -3.39126 -2.51850
C -2.24542 -1.11045 -3.57040
H -1.90924 -1.09489 2.32610
H -2.98987 -1.34696 0.96503
H -2.02401 0.11596 1.07100
H 0.26173 -1.47182 2.38489
H 0.74352 -0.29620 1.17569
H 1.27303 -1.97506 1.04184
H -1.09144 -3.42643 1.79882
H -0.30483 -3.80635 0.27261
H -2.04776 -3.51772 0.33044
H 0.53883 -3.92259 -1.83193
H 1.53833 -3.31541 -0.50699
H 2.21556 -3.49000 -2.11635
H 0.31054 -2.35767 -3.97384
H 1.96869 -1.81494 -3.83350
H 0.66994 -0.62782 -3.80483
H 2.24845 -0.83805 -0.40516
H 1.90795 0.19602 -1.80459
H 3.00868 -1.17063 -1.94892
H -3.53833 -2.24673 -0.60240
H -4.25627 -1.85876 -2.15250
H -3.53470 -0.57119 -1.19658
H -1.93389 -3.98036 -1.60590
H -1.19797 -3.65069 -3.17780
H -2.94165 -3.70175 -3.01734
H -2.32769 -0.03796 -3.39763
H -3.16233 -1.44433 -4.05940
H -1.42834 -1.28836 -4.25940

70
Properties=species:S:1:pos:R:3 method="wB97M-V/def2-TZVPD" e_homo_ev="0.77 / -5.59" total_energy_ev=-68032.961 total_charge=-1 homo_lumo_gap_ev="1.2 / 7.5" s2=0.75 spin_multiplicity=2
C -3.20232 0.81160 -1.94471
S -4.41687 -0.44471 -2.61418
O -4.70669 -1.53403 -1.57056
C -5.86176 0.66670 -2.66595
H -2.87933 1.48584 -2.73791
H -2.37880 0.19180 -1.59010
H -3.59683 1.24667 -1.02646
H -5.56339 1.53019 -3.26047
H -6.25071 0.94747 -1.68718
H -6.63908 0.21043 -3.27888
C 0.83210 -5.14951 -0.05192
S 2.25465 -5.61000 0.93880
O 3.28102 -4.46069 0.83713
C 1.45286 -5.67841 2.63610
H -0.03453 -5.79860 0.07355
H 1.09862 -5.12865 -1.10863
H 0.52546 -4.12896 0.17736
H 0.60395 -6.35886 2.56948
H 1.10007 -4.66156 2.80828
H 2.19333 -5.91003 3.40170
C -2.44412 4.46418 2.09831
S -2.19446 4.68022 0.21153
O -3.17884 3.66279 -0.41963
C -2.85229 6.31573 -0.05795
H -3.42155 4.82447 2.41913
H -1.65299 4.93453 2.68226
H -2.50943 3.42336 2.41535
H -3.83894 6.45648 0.38342
H -2.97691 6.46157 -1.13094
H -2.18842 7.12229 0.25322
N 4.07226 -1.65836 5.66701
C 5.05656 -1.89352 4.72245
C 4.51543 -2.45762 3.59796
C 3.14186 -2.46570 3.89974
C 2.92401 -2.10853 5.21900
H 4.24409 -1.26670 6.58198
H 6.05655 -1.56671 4.96661
H 5.11905 -2.63919 2.72099
H 2.35198 -2.69014 3.19823
H 2.06119 -2.06931 5.86740
N 0.45153 -0.52655 0.72029
C 0.27348 -0.64094 2.03764
C -0.58704 0.37170 2.44493
C -0.86718 1.16081 1.34741
C -0.24826 0.58364 0.28669
H 0.86852 -1.16883 0.06173
H 0.70716 -1.48405 2.55483
H -0.91934 0.47271 3.46756
H -1.47175 2.05057 1.25130
H -0.16932 0.99778 -0.70763
N 1.81543 2.81049 -3.87652
C 0.81184 2.72851 -4.78685
C -0.41558 2.69279 -4.19303
C -0.16132 2.77635 -2.81864
C 1.20990 2.77949 -2.63354
H 2.77722 3.01538 -4.10689
H 1.07911 2.53454 -5.81513
H -1.40658 2.65343 -4.62056
H -0.92835 2.80332 -2.05880
H 1.80472 2.87361 -1.73703
N 1.87152 -0.41833 -2.87301
C 2.65895 -1.19002 -2.08374
C 1.86561 -2.15470 -1.41718
C 0.55500 -1.95575 -1.84137
C 0.58363 -0.92205 -2.78668
H 2.20478 0.41751 -3.33172
H 3.73447 -1.09245 -2.09549
H 2.28942 -2.91214 -0.77447
H -0.26257 -2.56738 -1.48940
H -0.22176 -0.44610 -3.32632

74
Properties=species:S:1:pos:R:3 method="wB97M-V/def2-TZVPD" e_homo_ev="-0.93 / -2.04" total_energy_ev=-65423.166 total_charge=-2 homo_lumo_gap_ev="5.1 / 6.2" s2=2.02 spin_multiplicity=3
Pt 2.29556 -0.48675 0.25602
O 6.38760 0.54876 0.08866
S 5.03439 1.11725 -0.06053
N 3.92680 0.75872 0.83635
N 2.62734 -2.14441 1.53032
C 2.17630 -2.64305 2.48404
N 1.75110 -3.36075 3.46504
C 1.62637 -2.82979 4.65697
N 1.47061 -2.48054 5.75258
C -0.36283 -5.48930 0.74372
C -1.47261 -4.87453 -0.09140
C -0.95578 -3.89843 -1.15321
C -2.15359 -3.31151 -1.93208
C -1.77513 -2.47278 -3.14228
C -0.09951 -4.64151 -2.15682
O -0.43177 -5.70728 -2.65874
N 1.04033 -4.00940 -2.50393
C 1.54072 -2.77002 -1.98765
O 2.54763 -2.33895 -2.51829
N 0.90111 -2.19278 -0.96011
C -0.22455 -2.72678 -0.45880
O -0.77104 -2.27409 0.54581
H -0.77263 -6.14919 1.50974
H 0.21722 -4.72101 1.25415
H 0.31411 -6.08234 0.12592
H -2.15203 -4.31460 0.55404
H -2.03974 -5.65414 -0.60745
H -2.72197 -2.71504 -1.21179
H -2.78520 -4.14977 -2.24391
H -1.09259 -1.66708 -2.87808
H -2.66682 -2.02275 -3.58384
H -1.29290 -3.07855 -3.91209
H 1.62385 -4.43307 -3.21119
C -1.31941 2.17472 -2.20174
C -1.49308 1.79232 -0.72500
C -2.69174 2.55574 -0.15849
C -1.80795 0.29355 -0.73741
P 0.18521 1.99301 0.12765
N 1.15338 0.92292 -0.45526
C -0.10944 1.92291 1.98668
C 1.21545 1.74318 2.75323
C -0.95421 0.67578 2.28776
C -0.83009 3.13969 2.58605
C 0.87928 3.69359 -0.33171
C -0.09252 4.87668 -0.32698
C 2.02322 3.99841 0.64482
C 1.53700 3.59315 -1.71909
H -2.18453 1.79358 -2.75209
H -0.42488 1.71442 -2.61892
H -1.27621 3.25033 -2.36401
H -3.54823 2.39708 -0.82297
H -2.52756 3.63105 -0.09169
H -2.98154 2.19212 0.82706
H -2.63332 0.12196 -1.43561
H -2.09529 -0.10827 0.22778
H -0.93097 -0.26107 -1.06680
H 1.91029 1.07139 2.25339
H 0.98088 1.31532 3.72946
H 1.72511 2.68846 2.92139
H -0.57149 -0.23016 1.80905
H -1.99688 0.80495 1.99236
H -0.93901 0.51535 3.36767
H -0.21300 4.03776 2.56619
H -1.03812 2.91894 3.63749
H -1.78149 3.36566 2.10655
H -0.59152 5.01750 0.63169
H -0.85752 4.79025 -1.09650
H 0.47300 5.79149 -0.53564
H 1.66201 4.30361 1.62485
H 2.60610 4.82999 0.23854
H 2.68924 3.14330 0.76093
H 0.82038 3.69966 -2.52893
H 2.05484 2.64224 -1.83082
H 2.26421 4.40291 -1.81209

74
Properties=species:S:1:pos:R:3 method="wB97M-V/def2-TZVPD" e_homo_ev=-7.41 total_energy_ev=-54473.737 homo_lumo_gap_ev=7.5
Rb 0.16647 -1.60650 0.90127
C 1.99878 1.90522 5.99201
C 1.00731 1.41900 4.89498
N 0.76591 2.36607 3.86419
C 1.03243 2.14110 2.54008
S 0.77950 3.50321 1.47566
N 1.48009 0.93747 2.20747
N 1.83936 0.71468 0.87306
C 3.04973 0.97868 0.53433
C 3.94492 1.68005 1.50585
C 3.58254 0.61635 -0.86811
C 3.98198 1.65649 -1.69740
C 4.44837 1.37711 -2.98355
C 4.45241 0.02230 -3.39925
C 3.93782 -0.87953 -2.50396
N 3.53251 -0.64635 -1.27179
H 1.98901 1.28866 6.86122
H 1.77378 2.93349 6.32354
H 3.01379 1.96928 5.61023
H 0.10681 1.19730 5.42272
H 1.37094 0.47298 4.43611
H 0.38544 3.28658 4.00591
H 4.40037 0.97456 2.25261
H 3.45082 2.43952 2.10732
H 4.72422 2.17105 0.97270
H 3.86455 2.62921 -1.32091
H 4.88929 2.21095 -3.51983
H 4.90496 -0.28868 -4.29381
H 3.84180 -1.91328 -2.79015
N -1.47305 -0.39222 3.32711
C -2.95782 -0.35094 3.35197
C -3.57873 0.07620 2.03745
C -3.03317 -0.90046 0.96522
O -2.86634 -2.10390 1.22689
O -2.64103 -0.34250 -0.11447
H -1.16649 -0.59626 4.26290
H -1.06808 0.47695 3.03541
H -3.34417 0.33806 4.13283
H -3.29162 -1.37035 3.51318
H -3.32164 1.12850 1.68733
H -4.65384 -0.00401 2.11376
N -0.84194 2.17403 -0.73287
C -1.68984 3.27342 -1.20231
C -2.68517 2.89710 -2.27629
N -2.03273 2.39695 -3.41327
C -1.19969 1.27919 -2.96146
C -0.12675 1.70896 -1.94983
H -1.43603 1.42214 -0.31466
H -0.22954 2.47044 0.04024
H -0.93417 3.95172 -1.57480
H -2.15320 3.69641 -0.28068
H -3.31668 3.76786 -2.58444
H -3.30023 2.16807 -1.75206
H -2.74002 2.11922 -4.11027
H -0.67572 0.84819 -3.83802
H -1.79633 0.51702 -2.42868
H 0.45247 2.49892 -2.34532
H 0.49666 0.84029 -1.69485
N 0.44453 -1.36261 -2.29119
C -0.22204 -2.30483 -2.19689
N -0.88696 -3.44595 -2.01035
C -0.12102 -4.59899 -2.44984
C -0.80047 -5.89765 -1.98375
O -2.13562 -5.88311 -2.41126
C -2.86797 -4.79973 -1.75337
C -2.33867 -3.45842 -2.29633
H 0.87321 -4.56214 -2.12519
H -0.15837 -4.58004 -3.54031
H -0.77813 -6.02479 -0.86452
H -0.29668 -6.74388 -2.45859
H -2.69160 -4.89229 -0.68758
H -3.89155 -4.90761 -2.10409
H -2.71537 -2.64974 -1.71550
H -2.52430 -3.43420 -3.36376